1.
Molecular formula: C4H14O3
Method: DFT, ωB97M-V/def2-TZVPD

Positions of all 21 atoms, in Å:
1 O -3.503660 -0.279732 4.843805
2 O -3.664307 -2.317342 1.791571
3 O -4.285525 1.041259 1.535994
4 C 2.519388 0.502065 -1.481062
5 C 2.291618 1.739307 -0.706816
6 C 3.266292 0.396644 -2.601252
7 C 3.344823 -1.026602 -3.211524
8 H -3.287655 -0.291006 3.899702
9 H -3.259401 -1.145887 5.177378
10 H -3.537498 1.662094 1.401682
11 H 1.198415 1.969783 -0.516297
12 H 2.592057 1.589949 0.299938
13 H -3.786681 -1.902350 0.931161
14 H 2.772256 2.650032 -1.085128
15 H -5.006878 1.684812 1.645564
16 H 2.207979 -0.419330 -1.015240
17 H 4.009025 1.144580 -2.896395
18 H 3.008076 -1.665974 -2.401135
19 H 3.005410 -0.968668 -4.250912
20 H 4.380907 -1.318549 -3.312568
21 H -4.264635 -3.045080 1.951541

Atomic forces in eV per Å
0.064 0.106 0.100
0.814 0.128 0.634
0.180 0.455 0.063
1.342 0.767 -1.132
-1.556 0.832 0.243
-0.078 -1.644 1.303
1.507 2.118 0.460
-0.201 0.014 -0.046
0.047 -0.089 -0.160
0.124 -0.389 -0.094
0.902 -0.277 -0.729
0.733 -0.120 1.100
-0.414 -0.086 0.014
-0.070 -0.355 -0.137
-0.200 -0.188 -0.005
-0.797 -0.119 -0.177
-0.850 0.190 -0.358
-1.039 -0.587 -0.925
-0.846 -0.842 0.474
0.669 0.031 -0.100
-0.332 0.055 -0.528

## Properties
⟨S²⟩: 0.750
total charge: -1
largest force on an atom: 2.639 eV/Å
HOMO (alpha / beta): 0.984 / -6.789 eV
2S+1: 2
lowest unoccupied orbital energy (alpha / beta): 3.13 / 3.10 eV
energy relative to the best compared isomer or geometry (same formula, charge and spin): 29.8 kcal/mol

Population analysis type natural (NBO), resulting atomic charges in e: atom 1 (O): -0.975, atom 2 (O): -1.030, atom 3 (O): -1.391, atom 4 (C): -0.201, atom 5 (C): -0.737, atom 6 (C): -0.213, atom 7 (C): -0.650, atom 8 (H): 0.496, atom 9 (H): 0.450, atom 10 (H): 0.293, atom 11 (H): 0.215, atom 12 (H): 0.213, atom 13 (H): 0.468, atom 14 (H): 0.203, atom 15 (H): 0.399, atom 16 (H): 0.189, atom 17 (H): 0.191, atom 18 (H): 0.221, atom 19 (H): 0.217, atom 20 (H): 0.192, atom 21 (H): 0.451

---

2.
Molecular formula: F6H22O11P
Method: DFT, ωB97M-V/def2-TZVPD

Positions of all 40 atoms, in Å:
1 P -0.172803 0.044443 0.645188
2 F -1.161101 0.551089 -0.576140
3 F 0.726898 -0.574852 1.818621
4 F 0.989281 1.065640 0.185529
5 F 0.395431 -1.149369 -0.337080
6 F -1.390133 -0.916625 1.006398
7 F -0.702036 1.214662 1.603574
8 O -0.262815 -3.930944 -2.331252
9 O -2.317591 2.563833 -2.587013
10 O 3.221562 -0.820976 -0.430597
11 O 3.211965 3.205259 0.296731
12 O 0.258186 1.634680 -2.909260
13 O -1.305695 -3.505750 0.334638
14 O 1.813009 -2.017162 -2.936567
15 O -0.745166 2.192745 4.166338
16 O 2.639132 -2.216992 3.596799
17 O -4.036676 -0.928282 0.015319
18 O -2.252319 3.336022 0.182546
19 H 2.331552 -1.426176 3.153825
20 H -0.359247 2.018865 3.307816
21 H -0.310472 -3.853573 -1.378377
22 H -1.460886 2.139114 -2.630595
23 H -1.617926 2.647517 0.381880
24 H -0.711182 -2.784701 0.541704
25 H -3.110304 -0.856787 0.245465
26 H -2.811932 3.378535 0.957960
27 H 2.273956 -0.833255 -0.295912
28 H 1.842118 -2.713595 3.782232
29 H -4.223570 -1.865950 0.060769
30 H 0.760869 2.391039 -3.211708
31 H 3.536875 2.542033 0.905669
32 H 2.178939 -1.436782 -2.269112
33 H -1.688842 2.207581 4.006721
34 H -2.442924 2.756540 -1.657823
35 H 2.328039 2.913608 0.073481
36 H 3.557410 -0.270660 0.276934
37 H -2.163310 -3.090746 0.242426
38 H 0.261051 -3.178852 -2.607205
39 H 0.471092 1.561499 -1.978909
40 H 2.449565 -1.992674 -3.651013

Atomic forces in eV per Å
-0.323 -0.462 -0.729
0.916 0.689 0.031
-0.051 0.400 -0.044
0.189 -0.354 -0.561
0.185 0.618 -0.167
-0.385 -0.374 1.234
-0.557 -0.040 0.032
-0.471 -0.710 -0.696
-1.207 0.375 -1.061
0.205 -0.147 -0.408
0.137 0.240 -0.173
-0.594 0.136 -0.095
0.320 -0.756 -0.422
-0.490 -0.249 -0.115
0.129 0.208 0.382
0.316 -0.085 0.064
-0.244 0.050 -0.151
0.017 0.117 -0.675
-0.138 0.183 -0.109
0.073 -0.085 -0.079
-0.442 -0.099 1.330
1.730 -0.989 -0.483
0.278 -0.319 0.307
0.092 0.288 0.234
0.280 0.202 0.083
-0.265 0.052 0.119
-0.257 -0.088 0.260
-0.192 -0.114 0.057
-0.264 -0.182 0.003
0.274 0.243 -0.252
0.085 -0.112 0.179
0.257 0.206 0.362
-0.202 -0.049 0.011
-0.495 0.522 1.688
-0.214 -0.107 0.035
0.165 0.104 0.086
-0.159 0.090 -0.039
0.932 1.011 -0.533
0.258 -0.315 0.515
0.111 -0.099 -0.220

## Properties
⟨S²⟩: 0.757
largest force on an atom: 2.050 eV/Å
HOMO (alpha / beta): -11.288 / -10.221 eV
2S+1: 2
lowest unoccupied orbital energy (alpha / beta): -0.09 / -8.06 eV
energy relative to the best compared isomer or geometry (same formula, charge and spin): 0.0 kcal/mol

Population analysis type natural (NBO), resulting atomic charges in e: atom 1 (P): 2.610, atom 2 (F): -0.607, atom 3 (F): -0.580, atom 4 (F): -0.597, atom 5 (F): -0.603, atom 6 (F): -0.595, atom 7 (F): -0.595, atom 8 (O): -0.619, atom 9 (O): -0.522, atom 10 (O): -0.959, atom 11 (O): -0.934, atom 12 (O): -0.935, atom 13 (O): -0.938, atom 14 (O): -0.963, atom 15 (O): -0.940, atom 16 (O): -0.939, atom 17 (O): -0.941, atom 18 (O): -0.968, atom 19 (H): 0.472, atom 20 (H): 0.476, atom 21 (H): 0.500, atom 22 (H): 0.499, atom 23 (H): 0.491, atom 24 (H): 0.492, atom 25 (H): 0.478, atom 26 (H): 0.492, atom 27 (H): 0.476, atom 28 (H): 0.468, atom 29 (H): 0.458, atom 30 (H): 0.486, atom 31 (H): 0.466, atom 32 (H): 0.499, atom 33 (H): 0.461, atom 34 (H): 0.505, atom 35 (H): 0.468, atom 36 (H): 0.476, atom 37 (H): 0.475, atom 38 (H): 0.506, atom 39 (H): 0.493, atom 40 (H): 0.486

---

3.
Molecular formula: C15H20F3O4
Method: DFT, ωB97M-V/def2-TZVPD

Positions of all 42 atoms, in Å:
1 F -3.112887 3.069710 3.696208
2 F -1.621444 4.503039 4.268685
3 F -1.581165 2.539315 5.100186
4 O 1.995544 -2.434395 -4.203483
5 O 4.079268 -3.002936 -4.220324
6 O -0.524617 3.899637 2.076122
7 O 3.157574 -2.341312 -2.267419
8 C 0.808565 1.209966 1.890492
9 C -1.083569 0.637829 -1.905733
10 C 0.275181 1.887841 3.139770
11 C -0.877077 -0.032680 0.427526
12 C 3.077257 -2.565992 -3.443858
13 C -0.935504 2.729910 2.775043
14 C -2.442759 0.322565 -1.897435
15 C 0.045987 -0.119103 1.634763
16 C 5.308384 -3.185259 -3.520742
17 C 0.831965 -1.957042 -3.508908
18 C -2.237853 -0.387413 0.432781
19 C -2.993497 -0.189599 -0.734118
20 C -1.788786 3.213292 3.966296
21 C -0.322216 0.470660 -0.753524
22 C -2.948200 -0.941366 1.639908
23 H -0.000800 1.177576 3.938608
24 H 1.004817 -0.968290 -3.093592
25 H 5.652376 -2.244761 -3.094021
26 H -3.480738 -1.847731 1.360301
27 H 0.711961 0.770139 -0.785800
28 H 1.033139 2.583573 3.504234
29 H -1.610236 2.165623 2.133737
30 H 0.548048 -2.647591 -2.717834
31 H 5.197643 -3.929629 -2.734053
32 H -2.260743 -1.208559 2.430447
33 H -3.640862 -0.206203 2.047804
34 H 0.740403 -0.949379 1.494094
35 H -0.634112 1.045637 -2.802840
36 H -0.546233 -0.328820 2.530309
37 H 6.028893 -3.536618 -4.254765
38 H 0.033478 -1.903708 -4.243154
39 H -4.049861 -0.436529 -0.713178
40 H -0.635741 3.697726 1.145110
41 H -3.067861 0.468637 -2.765918
42 H 1.866275 0.972241 2.028276

Atomic forces in eV per Å
-0.297 -0.030 -0.077
0.192 0.407 0.106
0.114 -0.402 0.430
-0.028 -0.012 -0.101
0.017 -0.012 -0.052
-0.547 0.185 0.084
0.022 -0.015 0.027
0.029 -0.592 -0.128
-0.135 -0.065 0.235
0.232 -0.140 -0.586
-0.028 -0.249 0.150
-0.078 -0.002 -0.040
0.139 0.501 0.178
0.173 -0.136 0.393
-0.006 1.098 0.016
0.176 -0.047 -0.020
-0.184 0.050 0.056
0.338 0.243 -0.451
0.054 0.041 0.090
-0.094 0.044 -0.538
-0.569 -0.018 -0.725
0.246 -0.015 -0.081
-0.021 0.018 0.204
0.062 -0.047 0.104
-0.047 -0.016 0.079
-0.277 -0.021 0.036
0.185 0.012 0.358
0.002 0.038 0.311
-0.115 -0.275 0.104
0.071 0.061 0.083
-0.024 0.065 0.061
0.112 -0.035 0.119
-0.200 -0.028 0.015
0.045 -0.150 -0.107
0.079 0.020 -0.044
-0.096 -0.376 0.081
-0.077 0.006 -0.069
0.096 -0.037 -0.096
-0.056 -0.027 0.009
0.406 -0.169 -0.122
-0.010 0.042 -0.148
0.097 0.085 0.056

## Properties
total charge: -1
largest force on an atom: 1.098 eV/Å
HOMO: -1.676 eV
lowest unoccupied orbital energy: 2.57 eV

Population analysis type natural (NBO), resulting atomic charges in e: atom 1 (F): -0.356, atom 2 (F): -0.329, atom 3 (F): -0.335, atom 4 (O): -0.501, atom 5 (O): -0.504, atom 6 (O): -0.722, atom 7 (O): -0.628, atom 8 (C): -0.680, atom 9 (C): -0.250, atom 10 (C): -0.454, atom 11 (C): 0.031, atom 12 (C): 0.973, atom 13 (C): 0.010, atom 14 (C): -0.252, atom 15 (C): -0.479, atom 16 (C): -0.255, atom 17 (C): -0.258, atom 18 (C): -0.044, atom 19 (C): -0.217, atom 20 (C): 0.949, atom 21 (C): -0.205, atom 22 (C): -0.637, atom 23 (H): 0.145, atom 24 (H): 0.209, atom 25 (H): 0.194, atom 26 (H): 0.202, atom 27 (H): 0.232, atom 28 (H): 0.204, atom 29 (H): 0.186, atom 30 (H): 0.198, atom 31 (H): 0.191, atom 32 (H): 0.222, atom 33 (H): 0.212, atom 34 (H): 0.201, atom 35 (H): 0.192, atom 36 (H): 0.159, atom 37 (H): 0.186, atom 38 (H): 0.191, atom 39 (H): 0.187, atom 40 (H): 0.484, atom 41 (H): 0.194, atom 42 (H): 0.151

---

4.
Molecular formula: C4H8ClN2O
Method: DFT, ωB97M-V/def2-TZVPD

Positions of all 16 atoms, in Å:
1 Cl 2.213388 -2.257372 -1.337752
2 O 0.449688 -0.769979 -2.449144
3 N 2.006089 0.643978 0.469862
4 N -0.608217 0.350932 0.041628
5 C -0.791357 0.517901 1.423930
6 C 1.199597 0.046786 -0.317338
7 C 1.188155 -0.843720 -1.489222
8 C -1.653874 -0.213540 -0.702001
9 H -1.468359 -0.304123 -1.753557
10 H 1.568620 0.964367 1.286185
11 H -1.820673 0.971381 1.644613
12 H -2.505948 0.383450 -0.487304
13 H -0.084788 1.242393 1.883328
14 H 2.955702 1.030530 0.129387
15 H -1.853810 -1.266528 -0.194747
16 H -0.794213 -0.496456 1.852132

Atomic forces in eV per Å
0.002 0.598 0.515
1.540 0.672 2.087
2.212 0.073 -2.778
6.163 1.973 -1.588
-1.298 0.138 1.504
-6.262 0.052 0.582
-0.516 -0.944 -2.802
0.012 -4.110 1.334
-0.047 0.105 -0.222
-0.148 1.001 1.643
1.354 -0.592 -0.532
-0.829 0.678 -0.011
-0.348 -0.640 -0.142
-1.780 -1.052 1.013
-0.170 1.592 -1.391
0.115 0.458 0.787

## Properties
total charge: +1
largest force on an atom: 6.663 eV/Å
HOMO (alpha / beta): -13.751 / -13.763 eV
lowest unoccupied orbital energy (alpha / beta): -6.34 / -6.34 eV
energy relative to the best compared isomer or geometry (same formula, charge and spin): 80.9 kcal/mol

Population analysis type natural (NBO), resulting atomic charges in e: atom 1 (Cl): 0.074, atom 2 (O): -0.416, atom 3 (N): -0.658, atom 4 (N): -0.281, atom 5 (C): -0.461, atom 6 (C): 0.485, atom 7 (C): 0.395, atom 8 (C): -0.444, atom 9 (H): 0.267, atom 10 (H): 0.436, atom 11 (H): 0.269, atom 12 (H): 0.257, atom 13 (H): 0.198, atom 14 (H): 0.476, atom 15 (H): 0.186, atom 16 (H): 0.216

---

5.
Molecular formula: C4H9ClN2
Method: DFT, ωB97M-V/def2-TZVPD

Positions of all 16 atoms, in Å:
1 Cl 2.683180 1.475329 2.025124
2 N 1.610397 -0.964016 0.232278
3 N 1.295679 1.267160 0.990285
4 C 0.950071 0.078385 0.408506
5 C -0.632215 0.217022 -0.099715
6 C -1.380738 -1.008739 0.391563
7 C -0.501498 0.203058 -1.622328
8 H -0.009367 1.104465 -1.978150
9 H -1.562167 -0.963076 1.462972
10 H -2.337982 -1.095658 -0.123325
11 H -1.471145 0.115246 -2.106229
12 H 0.106875 -0.651584 -1.910473
13 H 2.545837 -0.925153 0.629290
14 H -1.064482 1.146703 0.262032
15 H 0.554501 1.895465 1.264200
16 H -0.786947 -1.894606 0.173971

Atomic forces in eV per Å
-0.680 -0.387 -0.674
0.299 -0.666 -0.151
0.741 0.968 0.645
-2.874 0.914 0.145
2.718 -1.103 -0.225
-0.035 0.153 0.038
-0.167 0.119 0.126
0.038 0.102 -0.107
-0.028 -0.067 0.106
-0.065 0.014 0.035
-0.147 0.052 -0.052
-0.017 -0.066 -0.048
0.037 0.092 -0.008
0.016 0.085 0.074
0.181 -0.167 0.092
-0.018 -0.044 0.003

## Properties
largest force on an atom: 3.019 eV/Å
HOMO: -9.473 eV
SMILES: [H]/N=C(\NCl)C(C)C
lowest unoccupied orbital energy: 0.60 eV
energy relative to the best compared isomer or geometry (same formula, charge and spin): 11.6 kcal/mol

Population analysis type natural (NBO), resulting atomic charges in e: atom 1 (Cl): 0.104, atom 2 (N): -0.724, atom 3 (N): -0.621, atom 4 (C): 0.454, atom 5 (C): -0.230, atom 6 (C): -0.614, atom 7 (C): -0.612, atom 8 (H): 0.210, atom 9 (H): 0.209, atom 10 (H): 0.208, atom 11 (H): 0.206, atom 12 (H): 0.229, atom 13 (H): 0.354, atom 14 (H): 0.190, atom 15 (H): 0.402, atom 16 (H): 0.235

---

Question: Which of these has the lowest largest force on an atom?
Answer: C15H20F3O4